Record 1
Density functional theory data (ωB97M-V/def2-TZVPD) for a cluster of 2 separate species, C6H14ClNO2 in total in a non-equilibrium geometry.

Geometry (Å):
C -1.47940 -2.63013 -1.44671
C 1.01676 2.85897 0.85903
C 0.38501 -1.10593 -0.66067
C -1.05664 -1.43162 -0.48388
C -0.29610 2.20847 0.57853
C 0.95734 -0.02431 0.38658
N 2.32899 0.07539 0.28105
O -1.96154 -0.29182 -0.53504
O -0.97294 1.87415 1.67814
Cl 0.38365 -0.60061 2.02606
H -1.30608 -2.32691 -2.51766
H -2.53060 -2.92162 -1.31270
H -0.84781 -3.42216 -1.18025
H 1.05398 3.87522 1.33158
H 1.56572 2.22556 1.62118
H 1.56592 2.79161 -0.01455
H 0.98549 -1.94493 -0.49309
H 0.65277 -0.70732 -1.65171
H -1.20885 -1.78694 0.54177
H -0.61697 2.15425 -0.44715
H 2.88702 -0.87987 0.25224
H 2.92414 0.58159 0.92604
H -2.54074 -0.11906 -1.40264
H -1.88913 1.54803 1.66387

Properties
Energy above the lowest of the compared OMol25 structures with the same formula, charge and spin   467.8 kJ/mol
HOMO energy (spin up / spin down)   -6.81 / -7.16 eV
Kohn-Sham gap (spin up / spin down)   7.229 / 7.783 eV
M   167.64 Da
E_tot   -902.2883 hartree

=====

Record 2
Density functional theory data (ωB97M-V/def2-TZVPD) for a structure of composition C6H14INNaO5P in a non-equilibrium geometry.

Geometry (Å):
N -2.74875 -0.50849 0.70740
C -1.97759 -1.46350 1.59691
P -0.72140 -2.47796 0.60395
I -2.69800 -3.70451 -0.40609
C -0.08707 -1.97457 -1.12135
O 0.78067 -0.81447 -1.07276
C 0.03137 0.37006 -1.47166
O 0.95280 1.47183 -1.54152
C 0.57626 2.56355 -0.66248
C 1.94320 3.34788 -0.30141
O 2.48190 2.88183 0.97942
C 0.79404 -1.63467 1.37768
O 1.88921 -2.32809 1.40244
O 0.84408 -0.35407 1.86454
H -3.70015 -0.87379 0.58305
H -2.84465 0.40436 1.17755
H -1.56468 -0.96546 2.53083
H -2.77103 -2.21740 1.96641
H -0.32707 -3.76227 1.14330
H -0.97210 -1.82284 -1.83827
H 0.53912 -2.82576 -1.57797
H -0.47537 0.17491 -2.48642
H -0.80619 0.57632 -0.71659
H -0.05842 3.30203 -1.25260
H 0.09259 2.23846 0.31471
H 1.67988 4.45241 -0.19241
H 2.72792 3.25282 -1.12952
H 3.40567 3.21372 0.96924
Na 3.01375 -0.52233 -1.44635

Properties
HOMO energy   -7.09 eV
Kohn-Sham gap   5.656 eV
M   361.05 Da
E_tot   -1469.2038 hartree

=====

Record 3
Density functional theory data (ωB97M-V/def2-TZVPD) for a cluster of 2 separate species, C6H14N2 in total in a non-equilibrium geometry.

Geometry (Å):
C -2.60257 0.58276 0.45065
C -1.52347 -0.01581 -0.51445
C -1.71251 -1.51149 -0.66732
N -1.54868 0.56540 -1.89525
H -2.67658 0.09969 1.44132
H -2.34274 1.64056 0.58144
H -3.57872 0.52978 -0.05128
H -0.51940 0.19654 -0.09396
H -0.88624 -1.93530 -1.27828
H -1.62361 -1.98725 0.32086
H -2.67619 -1.80964 -1.10490
H -1.47684 1.55980 -1.78626
H -2.47734 0.42044 -2.27635
C 1.98479 0.85037 1.13145
C 1.62312 0.06123 2.18222
C 2.78771 -0.69855 -0.33897
N 2.08632 0.37916 -0.22827
H 1.99204 1.93324 1.21533
H 1.64945 -1.01718 2.17503
H 1.41844 0.54905 3.13699
H 2.93773 -1.05418 -1.33253
H 3.15404 -1.34860 0.45578

Properties
Energy above the lowest of the compared OMol25 structures with the same formula, charge and spin   50.5 kJ/mol
HOMO energy (spin up / spin down)   0.45 / -3.61 eV
Kohn-Sham gap (spin up / spin down)   3.228 / 7.219 eV
Spin multiplicity   2
Net charge   -1
<S²>   0.759
M   114.19 Da
E_tot   -346.4286 hartree

=====

Record 4
Density functional theory data (ωB97M-V/def2-TZVPD) for an isolated molecule of C6H14N2 in a non-equilibrium geometry.

Geometry (Å):
C -0.29728 2.05542 0.04715
C -0.98994 0.73006 -0.00410
N -2.49562 0.79472 -0.13730
C -0.53874 -0.51494 -0.04556
C -1.23989 -1.83228 -0.19670
N 0.95784 -0.65349 0.03758
C 1.67793 -0.30140 1.25432
C 1.75683 -0.57518 -1.17968
H -0.72717 2.73898 -0.69282
H -0.42466 2.50608 1.03600
H 0.76843 1.99261 -0.18326
H -2.95451 0.18677 0.53747
H -2.82745 1.74648 0.00425
H -1.25887 -2.35063 0.76668
H -0.70461 -2.46988 -0.90783
H -2.26103 -1.72039 -0.56773
H 2.55703 -0.94576 1.37590
H 1.04621 -0.44229 2.13747
H 2.02937 0.73793 1.23926
H 2.67489 -1.16590 -1.07673
H 2.04340 0.45984 -1.40677
H 1.20785 -0.97675 -2.03761

Properties
Energy above the lowest of the compared OMol25 structures with the same formula, charge and spin   140.1 kJ/mol
Structure (SMILES)   C/C(N)=C(/C)N(C)C
HOMO energy   -7.72 eV
Kohn-Sham gap   8.699 eV
M   114.19 Da
E_tot   -346.4738 hartree

=====

Record 5
Density functional theory data (ωB97M-V/def2-TZVPD) for a cluster of 2 separate species, C6H14N2 in total.

Geometry (Å):
C 0.11060 -3.19867 1.65868
C 0.20938 -2.70678 0.42364
C 1.46390 -2.21914 -0.14354
C 1.58103 -1.70251 -1.35540
H 0.97065 -3.27144 2.30871
H -0.84976 -3.55334 2.00561
H -0.69116 -2.64286 -0.17443
H 2.32689 -2.29846 0.51795
H 2.51790 -1.34689 -1.75678
H 0.69333 -1.61247 -1.97437
N -1.28772 0.40685 -0.36184
C -1.36430 1.80273 0.06319
C -0.09965 2.53999 -0.33987
N -0.22538 3.97471 -0.05708
H -2.20733 -0.01203 -0.40160
H -0.73668 -0.13673 0.29225
H -1.52746 1.93300 1.14242
H -2.19492 2.28048 -0.45496
H 0.75791 2.08272 0.16360
H 0.04790 2.41038 -1.41089
H -0.52035 4.11743 0.90541
H 0.68604 4.41457 -0.11112

Properties
Energy above the lowest of the compared OMol25 structures with the same formula, charge and spin   167.3 kJ/mol
Structure (SMILES)   C=CC=C.NCCN
HOMO energy   -8.96 eV
Kohn-Sham gap   9.983 eV
M   114.19 Da
E_tot   -346.4634 hartree

=====

Record 6
Density functional theory data (ωB97M-V/def2-TZVPD) for a cluster of 2 separate species, C6H14N2 in total in a non-equilibrium geometry.

Geometry (Å):
H -1.09418 1.17409 0.21453
N -2.01109 0.38411 0.18320
C -1.55519 -0.70919 -0.10983
C -0.15938 -1.00267 -1.21933
C 0.44542 0.15715 -1.97908
C 0.79428 -2.12207 -0.86202
H -1.88943 -1.67732 0.24096
H -0.90445 -1.44172 -1.89712
H 1.35211 0.52193 -1.50985
H -0.26394 0.97638 -2.11288
H 0.75288 -0.18184 -2.97144
H 1.65907 -1.74223 -0.32482
H 1.15734 -2.59793 -1.77776
H 0.29636 -2.89997 -0.27980
H 0.56914 -0.45556 1.55859
N 0.92445 0.22395 0.88615
C 0.35426 1.39485 1.04037
C -0.20129 1.86097 2.36725
H 0.84366 2.18875 0.47342
H -0.99696 2.58757 2.17931
H 0.57682 2.33128 2.98115
H -0.64986 1.02950 2.91901

Properties
Energy above the lowest of the compared OMol25 structures with the same formula, charge and spin   381.1 kJ/mol
Structure (SMILES)   [H]/N=C\C(C)C.[H]/N=C\C
HOMO energy   -8.76 eV
Kohn-Sham gap   9.031 eV
M   114.19 Da
E_tot   -346.3820 hartree

=====

Record 7
Density functional theory data (ωB97M-V/def2-TZVPD) for a structure of composition C6H14N2O in a non-equilibrium geometry.

Geometry (Å):
C -2.25004 0.40998 1.24962
C -1.28266 -0.33949 0.14613
C -2.06842 -1.01039 -1.09408
C -0.07772 0.36710 -0.35497
C 1.07812 -0.62218 -0.52653
C 2.07889 -0.37399 0.60587
H -1.88404 0.55126 2.39816
H -3.19574 -0.26054 1.04407
H -2.20192 1.45020 0.71101
H -0.56908 -1.10744 0.76248
H -2.42792 -2.32371 -0.72649
H -3.19473 -0.12998 -1.17425
H -1.04457 -0.64340 -2.13686
H 1.36990 -0.38355 -1.46823
H 0.83013 -1.71221 -0.39690
H 1.46295 -0.92654 1.35308
H 2.00533 0.70173 1.21187
H 3.53011 -1.77053 0.28109
H 2.62554 1.51468 -0.13643
H 0.91494 3.20840 -1.03959
N -0.03367 1.71640 -0.43465
N 1.01236 2.31409 -0.34454
O 3.32222 -0.62991 0.07014

Properties
Energy above the lowest of the compared OMol25 structures with the same formula, charge and spin   1458.6 kJ/mol
HOMO energy   -7.13 eV
Kohn-Sham gap   6.733 eV
M   130.19 Da
E_tot   -421.2447 hartree

=====

Record 8
Density functional theory data (ωB97M-V/def2-TZVPD) for a cluster of 2 separate species, C6H14N2O in total in a non-equilibrium geometry.

Geometry (Å):
H -1.21118 -1.62041 -2.47245
N -1.30387 -0.78962 -1.90511
C -1.29838 -0.92776 -0.64854
O -1.14957 -1.56153 0.34749
N -1.58193 0.79779 -0.28518
C -2.92200 0.95584 0.25714
C -0.53446 1.32781 0.57249
H -1.47677 0.95116 -1.36830
H -3.00051 0.36991 1.17510
H -3.64800 0.58246 -0.46283
H -3.14120 2.00440 0.47761
H 0.42608 1.24897 0.06679
H -0.49592 0.72607 1.48252
H -0.72570 2.37134 0.83748
C 2.38915 -0.36566 -1.12264
C 2.91132 -0.44682 0.09054
C 2.26115 -1.12040 1.25509
H 2.88870 0.15779 -1.92372
H 1.41205 -0.77004 -1.34362
H 3.88770 -0.01458 0.28498
H 2.18110 -0.43088 2.09772
H 1.26630 -1.47948 1.00092
H 2.86593 -1.96635 1.58652

Properties
Energy above the lowest of the compared OMol25 structures with the same formula, charge and spin   244.3 kJ/mol
Structure (SMILES)   [H]/N=C(\[O-])[NH+](C)C.C=CC
HOMO energy   -9.52 eV
Kohn-Sham gap   10.400 eV
M   130.19 Da
E_tot   -421.7072 hartree

=====

Record 9
Density functional theory data (ωB97M-V/def2-TZVPD) for an isolated molecule of C6H14N2O.

Geometry (Å):
C -1.32407 -1.52298 0.93374
C -0.05096 -0.67183 0.83921
N 1.08001 -1.61043 0.86724
C -0.03870 0.31850 -0.37387
C -0.32534 -0.39710 -1.71104
C -1.11016 1.41495 -0.18841
C 1.32769 1.02374 -0.47863
N 1.73392 1.75154 0.60136
O 2.05899 0.95841 -1.46135
H -2.22456 -0.90288 0.95413
H -1.41166 -2.22558 0.09752
H -1.32303 -2.11638 1.85601
H 0.00814 -0.08836 1.76655
H 1.96478 -1.10076 0.87328
H 1.09740 -2.17021 0.01419
H -1.34660 -0.79139 -1.74864
H 0.36566 -1.22858 -1.88376
H -0.21895 0.29054 -2.55883
H -1.02211 1.90554 0.78747
H -1.00846 2.19556 -0.95203
H -2.12508 1.01200 -0.26586
H 2.64565 2.18797 0.54592
H 1.24745 1.76772 1.48580

Properties
Energy above the lowest of the compared OMol25 structures with the same formula, charge and spin   9.2 kJ/mol
Structure (SMILES)   C[C@@H](N)C(C)(C)C(N)=O
HOMO energy   -9.48 eV
Kohn-Sham gap   10.243 eV
M   130.19 Da
E_tot   -421.7968 hartree

=====

Record 10
Density functional theory data (ωB97M-V/def2-TZVPD) for a cluster of 2 separate species, C6H14N2O in total in a non-equilibrium geometry.

Geometry (Å):
C -0.18274 1.43070 -2.02468
C -0.54589 0.32311 -1.04505
C -1.86910 -0.32629 -1.43592
N 0.57006 -0.81125 -1.20379
C 0.38265 -2.02619 -0.45500
O 1.91612 -0.44954 -1.29651
H 0.79609 1.84032 -1.78661
H -0.13209 1.02814 -3.03388
H -0.92977 2.22407 -2.00357
H -0.68312 0.75428 -0.03871
H -1.76444 -0.85390 -2.38133
H -2.63025 0.44479 -1.55869
H -2.21021 -1.03264 -0.68183
H 0.09963 -1.82117 0.58657
H -0.44025 -2.58865 -0.89441
H 1.28620 -2.63410 -0.48570
H 2.10807 0.09921 -0.51141
C 0.52487 0.82563 3.81313
C 0.89632 0.50716 2.45699
N 1.49432 0.35569 1.48463
H 1.42304 1.01239 4.40183
H -0.10551 1.71439 3.83372
H -0.00398 -0.01616 4.26024

Properties
Energy above the lowest of the compared OMol25 structures with the same formula, charge and spin   347.3 kJ/mol
Structure (SMILES)   CC(C)N(C)O.CC#N
HOMO energy   -7.67 eV
Kohn-Sham gap   8.136 eV
M   130.19 Da
E_tot   -421.6680 hartree

=====

Record 11
Density functional theory data (ωB97M-V/def2-TZVPD) for a cluster of 2 separate species, C6H14N2O in total.

Geometry (Å):
C 1.81253 1.71775 -1.03083
C 1.19380 0.73048 -0.38654
N 1.76124 -0.38676 0.17716
C 3.14970 -0.67206 -0.07990
C 0.92431 -1.54640 0.36891
H 2.86562 1.72128 -1.24560
H 1.25931 2.58029 -1.35460
H 0.12777 0.78870 -0.21038
H 3.74889 0.20999 0.14179
H 3.33415 -0.96869 -1.12166
H 3.47150 -1.48241 0.57393
H -0.09623 -1.22886 0.57814
H 0.91627 -2.19844 -0.51550
H 1.29834 -2.12544 1.21610
C -2.85907 -0.52477 -0.70514
N -2.12730 -0.15558 0.47661
C -2.50518 0.76602 1.23009
O -3.61835 1.52589 1.06910
H -3.14458 -1.57232 -0.60564
H -2.18035 -0.43899 -1.55442
H -3.74820 0.08478 -0.87949
H -1.88728 0.98675 2.09632
H -3.69687 2.18879 1.76155

Properties
Energy above the lowest of the compared OMol25 structures with the same formula, charge and spin   244.6 kJ/mol
Structure (SMILES)   C=CN(C)C.C/N=C\O
HOMO energy   -7.49 eV
Kohn-Sham gap   8.038 eV
M   130.19 Da
E_tot   -421.7071 hartree